The following is a quantum chemistry calculation of 10 unconnected molecules or ions with the total composition C56H131BN9O25, from OMol25.

Structure (ORCA input):
```
! RIJCOSX wB97M-V def2-TZVPD def2/J DEFGRID3
* xyz -1 1
O -3.12 -0.21 -1.99
C -2.11 0.12 -1.51
O -1.93 0.76 -0.36
B -0.50 1.04 -0.15
O 0.19 0.27 -1.21
C -0.71 -0.17 -2.09
O -0.48 -0.61 -3.15
O 0.02 0.57 1.16
C 0.70 1.53 1.74
O 1.39 1.45 2.68
C 0.52 2.81 0.88
O -0.22 2.47 -0.16
O 0.98 3.87 1.09
C 3.28 8.49 -5.82
O 3.38 7.21 -5.31
C 3.47 7.22 -3.89
C 3.55 5.81 -3.42
N 3.59 5.73 -1.95
C 3.87 4.38 -1.48
C 2.82 3.36 -1.83
O 3.07 2.84 -3.11
C 2.00 2.09 -3.59
H 2.98 8.46 -6.86
H 4.21 9.06 -5.69
H 2.51 9.05 -5.27
H 2.55 7.71 -3.52
H 4.26 7.87 -3.48
H 4.52 5.38 -3.69
H 2.78 5.18 -3.88
H 2.75 6.17 -1.58
H 4.01 4.46 -0.40
H 4.84 4.11 -1.90
H 1.83 3.85 -1.73
H 2.76 2.51 -1.13
H 2.15 1.70 -4.60
H 1.09 2.71 -3.72
H 1.78 1.25 -2.93
C -4.02 -4.59 -6.02
O -4.08 -3.78 -4.90
C -3.18 -2.70 -4.97
C -3.80 -1.47 -5.58
N -4.55 -0.75 -4.60
C -5.17 0.45 -5.15
C -4.30 1.54 -5.74
O -3.39 1.97 -4.76
C -2.75 3.16 -5.09
H -3.01 -5.01 -6.18
H -4.26 -4.06 -6.96
H -4.73 -5.41 -6.00
H -2.31 -3.02 -5.56
H -2.82 -2.50 -3.96
H -4.35 -1.77 -6.48
H -2.96 -0.92 -6.05
H -3.92 -0.36 -3.90
H -5.60 0.98 -4.27
H -6.12 0.31 -5.69
H -5.00 2.34 -6.03
H -3.75 1.26 -6.66
H -2.08 3.44 -4.29
H -3.51 3.93 -5.28
H -2.17 3.02 -6.02
C -2.45 -1.61 1.95
O -3.78 -2.04 1.65
C -4.73 -1.33 2.35
C -6.14 -1.79 1.92
N -6.23 -2.27 0.48
C -6.10 -1.07 -0.35
C -6.31 -1.31 -1.85
O -7.21 -2.42 -2.11
C -7.74 -2.33 -3.38
H -1.77 -1.98 1.19
H -2.14 -2.03 2.92
H -2.42 -0.52 2.05
H -4.62 -0.26 2.11
H -4.64 -1.48 3.44
H -6.84 -0.97 2.03
H -6.38 -2.64 2.57
H -5.30 -2.69 0.44
H -5.05 -0.74 -0.37
H -6.72 -0.24 -0.04
H -5.38 -1.65 -2.31
H -6.68 -0.38 -2.29
H -8.55 -3.07 -3.49
H -6.98 -2.55 -4.14
H -8.20 -1.36 -3.60
C -4.89 3.09 -2.20
O -5.63 2.98 -1.02
C -4.86 2.44 0.04
C -5.59 2.70 1.34
N -6.84 1.95 1.37
C -7.64 2.17 2.56
C -6.97 1.87 3.88
O -6.78 0.50 4.07
C -6.12 0.21 5.27
H -3.99 3.72 -2.07
H -5.49 3.50 -3.01
H -4.51 2.11 -2.51
H -3.85 2.87 0.06
H -4.79 1.35 -0.07
H -5.77 3.79 1.44
H -4.99 2.39 2.20
H -7.35 2.25 0.54
H -8.55 1.57 2.48
H -7.96 3.23 2.59
H -7.73 2.20 4.61
H -6.07 2.47 4.03
H -6.32 -0.82 5.54
H -6.49 0.79 6.15
H -5.05 0.45 5.24
C 1.79 -1.97 0.86
O 2.65 -3.11 0.75
C 2.70 -3.54 -0.61
C 3.72 -4.64 -0.79
N 3.18 -5.86 -0.22
C 4.04 -7.02 -0.39
C 3.59 -8.13 0.54
O 3.76 -7.82 1.89
C 3.26 -8.84 2.72
H 0.78 -2.24 0.52
H 2.15 -1.12 0.27
H 1.80 -1.69 1.91
H 2.97 -2.66 -1.23
H 1.77 -3.95 -1.04
H 4.68 -4.30 -0.36
H 3.81 -4.75 -1.88
H 3.13 -5.77 0.79
H 5.11 -6.81 -0.27
H 3.95 -7.46 -1.39
H 4.13 -9.05 0.24
H 2.53 -8.36 0.31
H 2.23 -9.11 2.48
H 3.30 -8.47 3.74
H 3.85 -9.77 2.62
C 1.01 5.07 3.92
O 0.84 5.39 5.28
C 1.35 4.37 6.08
C 0.67 4.35 7.44
N 0.72 5.70 8.09
C -0.08 5.76 9.31
C 0.42 4.98 10.52
O 0.40 3.57 10.42
C -0.87 3.04 10.34
H 0.24 4.37 3.60
H 2.03 4.71 3.74
H 0.94 5.97 3.30
H 2.44 4.46 6.22
H 1.18 3.39 5.60
H 1.22 3.65 8.08
H -0.36 3.99 7.34
H 1.68 5.75 8.45
H -1.11 5.46 9.11
H -0.11 6.80 9.64
H -0.22 5.28 11.37
H 1.43 5.28 10.80
H -1.35 3.22 9.37
H -1.56 3.42 11.11
H -0.80 1.96 10.43
C 4.52 -0.29 6.04
O 4.07 -1.62 5.92
C 4.16 -2.17 4.63
C 3.21 -3.36 4.60
N 3.25 -4.23 3.43
C 4.60 -4.78 3.22
C 5.15 -5.52 4.40
O 6.51 -5.91 4.24
C 6.73 -6.98 3.41
H 3.74 0.38 5.68
H 5.42 -0.12 5.45
H 4.71 -0.07 7.09
H 5.21 -2.46 4.47
H 3.87 -1.50 3.80
H 2.19 -2.97 4.67
H 3.36 -3.97 5.49
H 2.96 -3.78 2.55
H 5.25 -3.93 2.97
H 4.60 -5.38 2.31
H 4.54 -6.40 4.67
H 5.16 -4.89 5.29
H 7.77 -7.28 3.48
H 6.46 -6.77 2.37
H 6.16 -7.87 3.73
C 2.90 -1.68 -3.55
O 3.61 -2.89 -3.48
C 4.78 -2.85 -4.22
C 5.68 -4.02 -3.96
N 5.21 -5.22 -4.67
C 6.17 -6.34 -4.53
C 5.90 -7.42 -5.55
O 6.01 -6.85 -6.86
C 6.27 -7.84 -7.84
H 3.40 -0.82 -3.10
H 2.03 -1.85 -2.92
H 2.48 -1.45 -4.54
H 5.33 -1.92 -4.01
H 4.50 -2.77 -5.28
H 5.66 -4.20 -2.88
H 6.67 -3.70 -4.34
H 5.23 -5.02 -5.67
H 6.07 -6.81 -3.54
H 7.23 -6.03 -4.63
H 4.96 -7.96 -5.45
H 6.72 -8.15 -5.42
H 7.31 -8.19 -7.76
H 6.08 -7.40 -8.82
H 5.57 -8.68 -7.75
C -0.54 5.59 -2.53
C -0.55 6.42 -1.28
C -1.57 5.87 -0.31
O -2.87 5.87 -0.86
C -3.86 5.79 0.14
N 0.78 6.49 -0.68
H -1.40 5.90 -3.13
H -0.69 4.54 -2.27
H 0.38 5.69 -3.11
H -0.89 7.45 -1.48
H -1.55 6.36 0.68
H -1.30 4.82 -0.08
H -4.84 5.73 -0.34
H -3.87 6.69 0.77
H -3.79 4.88 0.74
H 0.81 7.09 0.14
H 1.08 5.60 -0.27
*
```

## Properties
energy above the lowest of the compared OMol25 structures with the same formula, charge and spin	0.0	kcal/mol
HOMO energy	-6.369	eV
HOMO-LUMO gap	8.285	eV
DFT total energy	-4610.8542	a.u.